1.
{"formula": "C7H5FNO2S", "method": "ωB97M-V/def2-TZVPD", "e_homo_ha": -0.177, "total_charge": -1, "symbols": ["C", "C", "C", "C", "C", "C", "C", "N", "O", "O", "F", "S", "H", "H", "H", "H", "H"], "positions_angstrom": [[1.65, -2.23, 0.22], [0.72, -2.76, 1.06], [1.24, -0.93, -0.16], [-0.08, -0.78, 0.32], [-0.01, 2.63, -1.19], [-0.54, 0.49, -0.04], [0.38, 1.18, -0.77], [-0.38, -1.88, 1.01], [-1.09, 3.15, -0.70], [0.78, 3.24, -1.91], [-3.09, 2.19, 0.04], [1.87, 0.43, -0.99], [2.74, -2.58, 0.29], [0.56, -3.71, 1.34], [-1.37, 1.07, 0.39], [-2.19, 2.59, -0.41], [-1.19, -2.08, 1.50]], "lowdin_charge": [-0.12, -0.11, -0.52, -0.29, -0.61, -0.04, -0.47, 0.07, -0.04, -0.02, -0.32, 1.08, 0.12, 0.06, 0.11, -0.02, 0.13]}

2.
{"formula": "C7H5I2O3S", "method": "ωB97M-V/def2-TZVPD", "e_homo_ha": -0.157, "total_charge": -1, "symbols": ["C", "C", "C", "C", "C", "C", "C", "O", "O", "O", "S", "I", "I", "H", "H", "H", "H", "H"], "positions_angstrom": [[0.40, -2.69, -0.34], [1.36, -1.82, 0.21], [-0.87, -2.17, -0.68], [1.00, -0.45, 0.45], [-1.17, -0.86, -0.45], [-0.26, 0.00, 0.13], [-0.59, 1.40, 0.27], [-0.29, 3.77, -1.08], [-1.89, 1.85, -0.20], [-0.82, 1.71, -2.42], [-0.66, 2.34, -1.11], [0.39, 2.44, 1.83], [2.10, 3.52, 4.46], [0.63, -3.78, -0.37], [2.49, -2.00, 0.36], [-1.42, -2.74, -1.42], [1.79, 0.05, 1.02], [-2.20, -0.56, -0.66]], "lowdin_charge": [-0.09, -0.07, -0.09, -0.08, -0.05, -0.31, -0.93, -0.33, -0.19, -0.29, 0.65, 0.86, -0.63, 0.10, 0.13, 0.10, 0.08, 0.13]}

3.
{"formula": "C7H5NO", "method": "ωB97M-V/def2-TZVPD", "e_homo_ha": [-0.293, -0.322], "symbols": ["C", "C", "C", "C", "C", "C", "C", "N", "O", "H", "H", "H", "H", "H"], "positions_angstrom": [[0.64, -1.96, -0.01], [1.31, -0.71, -0.04], [-0.68, -1.71, 0.03], [0.38, 0.30, -0.01], [0.72, 1.71, 0.01], [-0.06, 2.76, 0.00], [-2.08, 0.23, -0.01], [-0.89, -0.32, 0.02], [-3.23, -0.06, 0.00], [1.11, -2.92, -0.01], [2.37, -0.56, -0.06], [-1.53, -2.37, 0.05], [1.81, 1.80, 0.01], [0.14, 3.81, 0.03]], "lowdin_charge": [-0.06, -0.03, -0.04, -0.23, -0.18, 0.15, -0.19, -0.01, 0.12, 0.10, 0.11, 0.12, 0.11, 0.02]}

4.
{"formula": "C7H5NO2S3", "method": "ωB97M-V/def2-TZVPD", "smiles": "N#CSO[S@@](=O)(=S)c1ccccc1", "e_homo_ha": -0.358, "symbols": ["N", "C", "S", "O", "S", "O", "S", "C", "C", "C", "C", "C", "C", "H", "H", "H", "H", "H"], "positions_angstrom": [[-2.85, -1.92, 2.09], [-2.97, -1.07, 1.32], [-3.03, 0.11, 0.13], [-2.21, -0.80, -1.09], [-0.75, -1.63, -1.09], [-0.68, -2.74, -0.24], [-0.44, -1.86, -2.93], [0.30, -0.32, -0.34], [0.85, -0.39, 0.89], [1.55, 0.68, 1.35], [1.77, 1.81, 0.55], [1.33, 1.87, -0.75], [0.44, 0.82, -1.15], [0.92, -1.36, 1.25], [1.74, 0.60, 2.47], [2.49, 2.58, 0.99], [1.52, 2.78, -1.21], [0.02, 0.84, -2.21]], "lowdin_charge": [0.13, -0.62, 0.99, -0.74, 0.30, -0.34, 0.42, -0.34, -0.10, -0.08, -0.09, -0.06, -0.07, 0.11, 0.14, 0.13, 0.09, 0.11]}

5.
{"formula": "C7H5O4", "method": "ωB97M-V/def2-TZVPD", "smiles": "CC(=O)/C=C(/C#CO)C(=O)[O-]", "e_homo_ha": -0.156, "total_charge": -1, "symbols": ["C", "C", "O", "C", "C", "C", "C", "O", "C", "O", "O", "H", "H", "H", "H", "H"], "positions_angstrom": [[1.65, -1.09, -0.09], [0.20, -1.57, -0.28], [-0.11, -2.75, -0.31], [-0.65, -0.43, -0.02], [-1.98, -0.44, -0.07], [-2.61, 0.78, -0.07], [-2.91, 1.98, -0.08], [-3.78, 3.01, 0.01], [-2.66, -2.07, 0.10], [-3.05, -2.48, -0.99], [-2.74, -2.39, 1.27], [1.66, -0.05, -0.34], [1.81, -1.31, 1.08], [2.53, -1.68, -0.58], [-0.25, 0.60, 0.08], [-4.53, 2.82, 0.61]], "lowdin_charge": [-0.06, -0.47, 0.06, -0.08, -0.11, 0.00, -0.11, -0.01, -0.68, -0.02, 0.01, 0.03, 0.13, 0.09, 0.11, 0.11]}

6.
{"formula": "C7H5P", "method": "ωB97M-V/def2-TZVPD", "e_homo_ha": [-0.278, -0.313], "s2": 2.03, "spin_multiplicity": 3, "symbols": ["C", "C", "C", "C", "C", "C", "C", "P", "H", "H", "H", "H", "H"], "positions_angstrom": [[-0.10, 1.04, 0.37], [1.17, 0.32, 0.38], [-1.04, 0.29, -0.28], [-1.20, -0.91, -1.06], [1.89, -0.55, -0.20], [-2.33, 0.17, -0.93], [2.42, -0.17, 1.16], [-0.56, -2.32, -1.49], [-0.19, 2.08, 0.86], [-3.09, -0.23, -0.28], [-2.60, 0.92, -1.73], [3.37, 0.28, 1.21], [2.25, -0.93, 1.99]], "lowdin_charge": [0.01, -0.28, -0.30, -0.68, 0.05, -0.08, -0.08, 0.85, 0.14, 0.09, 0.12, 0.04, 0.10]}

Ordered electronic energy results: -973.1080, -1489.0475, -399.5630, -1669.4131, -570.6157, -610.7497; unit hartree.
Ordered energy above the lowest of the compared OMol25 structures with the same formula, charge and spin results: 0.00, 0.00, 418.51, 17.48, 359.67, 0.00; unit kJ/mol.